[1]
The following is a quantum chemistry calculation of C16H25N5O6Pm as an isolated structure in a non-equilibrium geometry, from OMol25.

Geometry (Å):
O: 2.3665 -1.1804 -4.9669
H: 2.7481 -1.5850 -5.7752
Pm: 0.3826 -0.4383 -1.1347
N: -2.0322 -0.3939 -0.7725
N: -1.0596 0.1516 -2.9919
N: 1.0544 -1.6946 0.9353
N: 2.7405 -1.0555 -0.9255
O: -2.3245 -0.7840 0.4402
O: 0.0887 -1.8813 1.9764
O: 3.7089 -0.4958 -1.8381
O: 0.0382 0.8924 -2.9693
C: -2.2269 0.8265 -2.7058
C: -2.8743 0.3785 -1.5142
C: 2.3394 -1.7356 1.3085
C: 3.2740 -1.2956 0.2799
C: -4.2541 0.7510 -1.1045
H: -4.2615 1.1587 -0.0808
H: -4.8851 -0.1541 -1.1376
H: -4.6506 1.4982 -1.8101
C: -2.6170 2.0100 -3.5120
H: -2.4007 1.8097 -4.5747
H: -2.0375 2.9097 -3.2300
H: -3.6818 2.2499 -3.3880
C: 2.8076 -2.1090 2.6794
C: 4.7312 -1.1316 0.5180
H: 2.0508 -2.6902 3.2165
H: 3.0440 -1.2240 3.2953
H: 3.7252 -2.7118 2.6013
H: 5.1150 -0.3966 -0.1933
H: 5.2578 -2.0877 0.3624
H: 4.9209 -0.8019 1.5461
H: -0.7820 -1.6144 1.5779
H: 3.3273 -0.5529 -2.7485
C: 1.3866 -2.1106 -4.4697
H: 0.4417 -1.5684 -4.3167
H: 1.7623 -2.4847 -3.5007
H: 1.2091 -2.9762 -5.1422
O: -0.4583 -2.7651 -1.3550
H: -0.0517 -3.3316 -0.6628
H: -1.4182 -2.7909 -1.2048
N: 0.2816 1.3616 0.5072
C: -0.1594 1.7804 1.5107
C: -0.7738 2.1773 2.7337
C: -1.6179 1.2517 3.3635
C: -2.2424 1.5820 4.5634
C: -2.0373 2.8483 5.1231
C: -1.2095 3.7809 4.4902
C: -0.5656 3.4536 3.2944
H: -1.7870 0.2835 2.8843
H: -2.8828 0.8445 5.0428
H: -2.5350 3.1033 6.0596
H: -1.0627 4.7704 4.9281
H: 0.0873 4.1684 2.7873

Cartesian forces (eV/Å) of the 3 atoms listed first:
O 0.12 -0.93 -0.75
H -0.21 0.62 0.80
Pm -2.62 0.85 -2.46

Computed properties:
multiplicity = 5
HOMO (alpha / beta) = -9.920 / -9.446 eV
E = -1957.8916 Eh
charge = +1
LUMO (alpha / beta) = -4.4 / -4.4 eV
<S²> = 6.428


[2]
The following is a quantum chemistry calculation of a 5-piece molecular cluster, C16H25N5OP2S overall in a non-equilibrium geometry, from OMol25.

Geometry (Å):
N: 1.1347 2.6478 -4.3711
P: 1.5859 1.0379 -3.6939
O: 3.1608 0.5382 -4.2532
P: 0.1240 -0.3279 -4.6648
S: -1.9036 0.2852 -4.1309
H: 1.9155 3.3355 -4.2939
H: 0.7954 2.5523 -5.3703
H: 3.7219 0.1549 -3.5088
H: 0.3645 -0.0920 -6.0844
H: -1.7547 1.2625 -3.1342
C: 1.5646 0.0195 1.9204
C: 2.6418 -0.2289 1.0366
C: 2.1260 -0.2642 -0.2396
N: 0.7746 -0.0505 -0.1562
C: 0.4241 0.1290 1.1566
H: 1.6155 0.1101 2.9977
H: 3.6820 -0.3665 1.3023
H: 2.6033 -0.4239 -1.1972
H: 0.1362 -0.0279 -0.9408
H: -0.6043 0.3172 1.4342
C: 1.2710 4.7797 4.7891
C: 0.0631 4.0729 5.0000
C: 0.0265 3.0415 4.0884
N: 1.1677 3.1042 3.3319
C: 1.9352 4.1577 3.7556
H: 1.6194 5.6480 5.3332
H: -0.6979 4.2921 5.7378
H: -0.7126 2.2712 3.9129
H: 1.4064 2.4715 2.5793
H: 2.8851 4.3750 3.2857
C: 3.2011 -5.4629 2.5536
C: 3.6184 -4.7763 3.7189
C: 3.5835 -3.4292 3.4362
N: 3.1644 -3.2792 2.1398
C: 2.9236 -4.5137 1.5954
H: 3.1115 -6.5341 2.4275
H: 3.9120 -5.2171 4.6628
H: 3.8216 -2.5669 4.0445
H: 3.0499 -2.3956 1.6603
H: 2.5778 -4.6110 0.5750
C: -6.2290 0.3547 -2.6359
C: -7.4369 -0.3521 -2.4250
C: -7.4735 -1.3835 -3.3366
N: -6.3323 -1.3208 -4.0931
C: -5.5648 -0.2673 -3.6694
H: -5.8806 1.2230 -2.0918
H: -8.1979 -0.1329 -1.6872
H: -8.2126 -2.1538 -3.5121
H: -6.0936 -1.9535 -4.8457
H: -4.6149 -0.0500 -4.1393

Cartesian forces (eV/Å) of the 3 atoms listed first:
N 1.00 -1.92 -1.17
P 0.65 1.56 0.50
O -0.99 -0.10 0.80

Computed properties:
multiplicity = 1
SMILES = NP(O)#[PH]S.c1cc[nH]c1.c1cc[nH]c1.c1cc[nH]c1.c1cc[nH]c1
HOMO = -8.042 eV
E = -2054.5438 Eh
charge = 0
LUMO = -0.2 eV
energy relative to the best compared isomer or geometry (same formula, charge and spin) = 119.55 kJ/mol


[3]
The following is a quantum chemistry calculation of one molecule with the formula C16H25NO3 in a non-equilibrium geometry, from OMol25.

Geometry (Å):
C: -2.3736 -3.5853 1.6006
C: -2.3333 -3.5066 -0.0081
C: -3.1937 -2.2506 -0.5335
C: -2.7240 -1.0010 -0.1877
C: -3.5629 -0.0212 -0.9549
C: -3.1500 1.4626 -0.3316
C: -1.8015 1.6472 -0.7963
O: -1.5975 2.1524 -2.2366
C: -0.6182 1.4618 -0.2031
C: -0.3577 1.6120 1.2503
C: -1.3043 2.3499 2.3708
N: 0.7378 1.3474 1.6287
C: 1.3168 0.6863 0.4203
C: 2.6874 -0.0745 0.7909
O: 3.3910 0.0494 1.7228
O: 3.2080 -0.4813 -0.3001
C: 4.4809 -1.1335 -0.4046
C: 4.9763 -1.1948 -1.5564
C: 0.6241 0.5916 -0.6917
C: 0.8917 0.4070 -1.9295
H: -3.5248 -3.6810 1.9655
H: -1.9283 -4.6173 1.8464
H: -2.0228 -2.6595 1.8648
H: -1.3950 -3.4636 -0.2419
H: -3.0341 -4.3596 -0.1566
H: -4.3750 -2.3892 -0.0687
H: -3.5585 -2.2909 -1.4976
H: -2.7510 -0.8260 0.7503
H: -1.7464 -0.8980 -0.2388
H: -4.6699 -0.0100 -0.5071
H: -3.4928 0.2769 -1.8524
H: -3.7372 2.3399 -0.7822
H: -3.1196 1.4927 0.6788
H: -0.5473 2.7786 3.0959
H: -1.7755 3.2981 1.7365
H: -1.9575 1.6879 2.6285
H: 1.2602 1.3308 2.4924
H: 4.5080 -2.0771 0.1754
H: 5.1772 -0.6779 0.3070
H: 4.4267 -1.7920 -2.2581
H: 5.1317 -0.2693 -2.0164
H: 6.0687 -1.5921 -1.9002
H: 1.8120 0.7036 -2.4380
H: 0.8727 -0.7995 -1.8770
H: 0.1185 0.4939 -2.5809

Cartesian forces (eV/Å) of the 3 atoms listed first:
C -3.51 -3.24 -2.02
C -8.99 0.46 3.23
C -3.46 -6.58 3.08

Computed properties:
multiplicity = 1
SMILES = CCCCCCC(=O)c1c(C)[nH]c(C(=O)OCC)c1C
HOMO = -7.793 eV
E = -904.6264 Eh
charge = 0
LUMO = 0.4 eV
energy relative to the best compared isomer or geometry (same formula, charge and spin) = 1512.60 kJ/mol


[4]
The following is a quantum chemistry calculation of one molecule with the formula C16H25NO3, from OMol25.

Geometry (Å):
C: -3.7848 -3.0731 -1.2537
C: -2.9541 -2.4012 -0.1665
C: -3.7181 -1.2979 0.5699
C: -3.9125 -0.0190 -0.2474
C: -2.6467 0.8252 -0.4087
C: -2.2541 1.5554 0.8815
C: -1.0629 2.4472 0.6118
O: -1.1897 3.6562 0.5677
C: 0.2209 1.8076 0.3086
C: 1.1882 2.4404 -0.4805
C: 1.1681 3.7750 -1.1228
N: 2.2303 1.6066 -0.6106
C: 2.0014 0.4465 0.0930
C: 2.9939 -0.6091 0.1418
O: 2.8923 -1.6613 0.7294
O: 4.0884 -0.2700 -0.5859
C: 5.1565 -1.2136 -0.6037
C: 6.0523 -1.0680 0.6183
C: 0.7478 0.5394 0.6804
C: 0.1692 -0.4965 1.5776
H: -3.2171 -3.8746 -1.7209
H: -4.6931 -3.4976 -0.8313
H: -4.0663 -2.3636 -2.0279
H: -2.6508 -3.1595 0.5595
H: -2.0446 -1.9943 -0.6131
H: -3.1961 -1.0553 1.4976
H: -4.7003 -1.6876 0.8477
H: -4.2848 -0.2838 -1.2383
H: -4.6787 0.5936 0.2333
H: -2.8255 1.5754 -1.1831
H: -1.8167 0.2018 -0.7447
H: -3.0816 2.1909 1.2036
H: -2.0283 0.8441 1.6714
H: 0.1438 4.0807 -1.3176
H: 1.6010 4.5173 -0.4518
H: 1.7394 3.7669 -2.0496
H: 3.0744 1.7797 -1.1328
H: 5.7064 -1.0035 -1.5239
H: 4.7352 -2.2235 -0.6431
H: 6.4383 -0.0534 0.6861
H: 5.4864 -1.2922 1.5190
H: 6.8851 -1.7613 0.5437
H: 0.9210 -1.2553 1.7748
H: -0.1433 -0.0539 2.5223
H: -0.6904 -0.9808 1.1191

Cartesian forces (eV/Å) of the 3 atoms listed first:
C 0.19 0.07 0.10
C -0.20 0.01 0.07
C 0.10 0.04 -0.15

Computed properties:
multiplicity = 1
SMILES = CCCCCCC(=O)c1c(C)[nH]c(C(=O)OCC)c1C
HOMO = -8.514 eV
E = -905.1884 Eh
charge = 0
LUMO = 0.7 eV
energy relative to the best compared isomer or geometry (same formula, charge and spin) = 37.04 kJ/mol


[5]
The following is a quantum chemistry calculation of one molecule with the formula C16H25NO3 in a non-equilibrium geometry, from OMol25.

Geometry (Å):
C: 6.0813 -1.0968 0.7678
O: 4.8347 -0.8616 1.4884
C: 3.9265 -0.1121 0.6535
C: 2.8735 -1.0643 -0.1562
C: 2.4892 -0.2614 -1.4900
C: 1.1506 -0.7536 -2.2231
C: -0.0286 -1.2205 -1.2416
C: -1.5091 -0.8999 -1.8140
C: -2.6579 -1.6057 -0.9003
N: -2.4975 -1.0470 0.4810
C: -3.5348 -0.0340 0.8259
C: -2.8821 1.4411 0.7516
C: -1.3629 1.5900 0.9863
C: -0.6620 2.9727 0.8904
C: -1.5666 4.1968 0.5721
C: -3.0987 4.0957 0.3670
C: -3.7530 2.6835 0.4525
C: -2.3674 -2.0875 1.5018
O: -1.2504 -2.6305 1.7381
O: -3.4812 -2.5877 2.2736
H: 5.7841 -1.2176 -0.3435
H: 6.6170 -2.0453 1.1058
H: 6.7679 -0.1848 0.8859
H: 4.4457 0.6175 -0.0709
H: 3.2869 0.5378 1.3490
H: 2.0115 -1.2425 0.5661
H: 3.4429 -2.0312 -0.3751
H: 2.4979 0.8714 -1.2713
H: 3.3570 -0.4409 -2.2342
H: 1.3194 -1.5753 -3.0041
H: 0.7477 0.1613 -2.8086
H: 0.0997 -0.7133 -0.2304
H: 0.0262 -2.3517 -1.0837
H: -1.7165 0.2332 -1.7150
H: -1.5866 -1.2636 -2.8970
H: -2.5360 -2.7504 -0.8675
H: -3.6880 -1.4165 -1.3686
H: -3.9566 -0.1363 1.8868
H: -4.4430 -0.0400 0.1135
H: -0.7095 0.6964 1.2368
H: 0.4716 3.0745 1.0343
H: -1.0646 5.2145 0.5024
H: -3.7410 5.0258 0.1566
H: -4.8792 2.5545 0.3142
H: -3.2579 -2.2946 3.1938

Cartesian forces (eV/Å) of the 3 atoms listed first:
C -0.34 0.20 -0.89
O 0.68 0.36 -1.26
C -1.43 0.25 0.04

Computed properties:
multiplicity = 1
SMILES = COCCCCCCCN(Cc1ccccc1)C(=O)O
HOMO = -8.808 eV
E = -904.8991 Eh
charge = 0
LUMO = 0.5 eV
energy relative to the best compared isomer or geometry (same formula, charge and spin) = 796.74 kJ/mol